Below is a cluster of 2 separate species, C5H11NO in total, with properties calculated with the ωB97M-V functional and the def2-TZVPD basis.

```
! RIJCOSX wB97M-V def2-TZVPD def2/J DEFGRID3
* xyz 0 1
N 2.31 0.77 0.60
C 1.03 1.18 0.10
C 0.85 2.47 -0.27
C -0.37 -2.02 -1.47
C 0.44 -0.94 -0.83
C 0.07 0.05 -0.02
H 2.79 1.49 1.10
H 2.81 0.07 0.09
H 1.51 3.30 0.06
H -0.02 2.65 -0.88
H 0.18 -2.43 -2.31
H -0.49 -2.82 -0.76
H -1.34 -1.61 -1.73
H 1.51 -1.09 -1.02
H -1.02 0.19 0.06
H -3.36 0.35 2.28
H -3.81 -1.10 2.38
O -3.09 -0.51 2.60
*
```

As for the highest occupied orbital energy: -7.98 eV. For the max |F|, the calculation gives 2.8 eV/Å. As for the LUMO energy: 0.861 eV. The value obtained for the gap between HOMO and LUMO is 8.846 eV. The calculation puts the energy relative to the best compared isomer or geometry (same formula, charge and spin) at 64.6 kcal per mole.